# 1
# C3H21O8S

A 8-piece molecular cluster, C3H21O8S overall at a distorted geometry (ωB97M-V with the def2-TZVPD basis set, the Open Molecules 2025 dataset).

Summary:
Spin multiplicity: 2
Frontier orbital gap (spin up / spin down): 0.3102 / 0.1199 hartree
Energy: -30661.376 eV
Max |F|: 0.0955 hartree/bohr
Highest occupied orbital energy (spin up / spin down): -9.0 / -9.0 eV
Expectation value of S²: 0.7533
LUMO (spin up / spin down): -0.5 / -5.7 eV

The geometry in XYZ format:
```
33
C3H21O8S (ωB97M-V with the def2-TZVPD basis set)
C -1.601 1.108 1.974
O -2.573 1.816 1.203
C -1.073 -0.001 1.117
C -2.268 -0.767 0.607
S -2.004 -2.268 -0.419
H -1.984 0.741 2.905
H -0.605 1.818 2.043
H -0.572 0.534 0.332
H -0.332 -0.619 1.643
H -2.741 -0.036 -0.031
H -2.938 -0.980 1.441
H -0.728 -2.205 -0.732
H 2.242 -0.416 -0.589
H 3.618 0.150 -0.052
O 2.977 0.822 -0.226
H 1.866 -1.591 0.424
H 0.537 -1.552 3.370
O 1.705 -1.339 -0.513
H -3.235 2.266 1.603
H 1.380 -0.194 3.036
O 1.410 -1.075 3.500
H 0.261 1.666 -3.347
H -0.231 0.189 -2.946
O -0.597 1.079 -3.316
H 1.173 -1.531 -1.936
H 1.160 -1.007 -3.437
O 0.562 -1.367 -2.736
H 2.737 1.217 1.035
H 1.936 2.315 1.450
O 2.005 1.476 1.955
H 1.897 1.645 -1.587
H 1.269 2.938 -1.587
O 1.388 2.199 -2.183
```

# 2
# C3H22N2O9

A 8-piece molecular cluster, C3H22N2O9 overall at a distorted geometry (ωB97M-V with the def2-TZVPD basis set, the Open Molecules 2025 dataset).

Summary:
Frontier orbital gap: 0.1417 hartree
Energy: -24866.751 eV
Max |F|: 0.0449 hartree/bohr
Energy above the lowest of the compared OMol25 structures with the same formula, charge and spin: 206.92 kcal/mol
Highest occupied orbital energy: -6.5 eV
LUMO: -2.6 eV

The geometry in XYZ format:
```
36
C3H22N2O9 (ωB97M-V with the def2-TZVPD basis set)
N 1.741 -4.736 -4.803
H 1.638 -5.406 -4.054
H 2.504 -4.993 -5.412
H 2.021 -3.865 -4.374
H 0.900 -4.582 -5.340
N 1.004 0.462 -1.008
O 1.754 -0.253 -1.692
O 0.687 1.532 -1.511
O 0.474 0.052 0.007
C -2.483 -5.268 2.842
O -3.763 -5.129 3.503
H -2.494 -5.068 1.771
H -1.760 -4.539 3.209
H -2.023 -6.239 3.022
H -3.960 -5.893 4.050
C -2.789 6.188 -4.309
O -2.679 4.844 -4.733
H -1.893 6.741 -4.591
H -3.660 6.583 -4.832
H -2.918 6.163 -3.227
H -2.101 4.276 -4.218
C 1.883 3.732 5.019
O 0.664 3.299 4.472
H 2.601 3.624 4.206
H 1.806 4.760 5.373
H 2.089 3.054 5.847
H 0.842 2.590 3.849
O 3.609 -2.508 3.923
H 2.877 -2.049 3.511
H 3.203 -3.044 4.605
O 5.762 3.037 -3.490
H 5.913 3.483 -2.657
H 4.960 2.534 -3.351
O -5.820 -1.025 1.330
H -5.601 -1.786 1.868
H -4.986 -0.575 1.200
```

Which of these has the lowest max |F|?
C3H22N2O9